# 1
DFT (ωB97M-V/def2-TZVPD) results for a 2-piece molecular cluster, C3H15N3Si overall at a distorted geometry.

* ⟨S²⟩: 2.002
* LUMO (alpha / beta): -5.981 / -8.286 eV
* HOMO (alpha / beta): -11.790 / -16.136 eV
* total charge: +2
* multiplicity: 3
* total energy: -576.32739 hartree

Each line ends with the Mulliken charge.
Geometry (Å):
C -0.737 1.938 -1.898  -0.731
C -0.261 2.190 -0.479  -0.665
C 0.219 -3.228 0.888  -0.753
N 1.379 1.408 1.742  -0.338
N -1.244 3.261 -2.458  -0.315
N 0.610 -4.232 1.949  -0.307
Si 0.500 0.672 0.478  -0.122
H -0.049 1.403 -2.533  0.438
H -1.542 1.349 -1.925  0.411
H 0.515 2.985 -0.317  0.380
H -1.092 2.517 0.145  0.427
H -0.801 -3.318 0.395  0.285
H 0.439 -2.333 1.413  0.243
H 1.283 2.360 2.060  0.271
H 1.600 0.825 2.532  0.225
H -2.098 3.669 -2.049  0.361
H -1.673 3.260 -3.381  0.354
H -0.435 3.825 -2.646  0.346
H 0.487 -5.112 1.438  0.370
H 1.535 -4.170 2.422  0.361
H 0.099 -4.189 2.799  0.347
H 0.948 -3.275 0.168  0.412

Forces on the atoms, in the same order (eV/Å):
C 1.64 2.10 0.99
C 0.38 -0.14 0.44
C -0.92 0.63 1.54
N 0.34 -0.61 0.56
N -0.65 -0.52 -1.78
N 0.29 -1.04 -1.03
Si -0.34 1.14 -0.55
H 0.71 0.79 -0.57
H -3.30 -2.38 0.39
H -0.35 -0.74 -0.71
H -0.27 -0.05 -0.03
H 1.20 -0.22 1.41
H -0.77 1.42 -0.06
H -0.20 0.12 -0.20
H 0.26 0.03 0.20
H 1.14 0.31 1.43
H 0.36 -1.20 -0.98
H 0.26 1.38 0.75
H 0.32 -0.53 1.12
H 0.20 0.16 -1.59
H -1.96 -0.21 0.62
H 1.66 -0.44 -1.93

=====

# 2
DFT (ωB97M-V/def2-TZVPD) results for an isolated ion of composition C5H11N2 and charge +1 at a distorted geometry.

* ΔE to the lowest compared entry with this formula, charge and spin: 86.8 kcal per mole
* LUMO (alpha / beta): -4.544 / -4.651 eV
* HOMO (alpha / beta): -12.657 / -12.686 eV
* total charge: +1
* total energy: -306.24511 hartree

Each line ends with the Mulliken charge.
Geometry (Å):
C -1.340 0.026 -3.036  -0.696
C -0.310 -0.618 -2.467  0.066
C -1.027 -0.562 -0.115  -0.363
C 0.017 0.460 0.220  -0.417
C 1.019 0.316 2.452  -0.822
N -0.121 -0.957 -1.165  -0.322
N 1.152 0.006 1.005  -0.090
H -1.387 0.133 -4.104  0.275
H -2.150 0.462 -2.476  0.217
H 0.501 -0.990 -3.083  0.363
H -1.152 -1.348 0.628  0.223
H -1.995 -0.151 -0.400  0.308
H 0.071 1.417 -0.262  0.400
H 1.032 1.395 2.599  0.347
H 0.069 -0.072 2.821  0.332
H 1.837 -0.136 3.012  0.364
H 1.205 -1.015 0.869  0.428
H 2.032 0.405 0.654  0.387

Forces on the atoms, in the same order (eV/Å):
C 0.07 -0.08 0.30
C -0.08 0.39 -1.16
C -0.09 0.21 -0.02
C -0.61 -1.75 -2.13
C -0.14 0.18 0.91
N 0.58 0.94 2.79
N 0.19 -0.21 0.01
H 0.06 0.02 -0.22
H -0.16 0.01 0.13
H -0.06 0.06 -0.12
H -0.06 0.01 0.03
H 0.07 0.05 0.08
H 0.15 0.19 0.05
H 0.03 -0.07 -0.15
H 0.12 -0.03 -0.19
H 0.01 0.00 -0.16
H 0.15 0.28 -0.10
H -0.23 -0.20 -0.03

=====

# 3
DFT (ωB97M-V/def2-TZVPD) results for a 6-piece molecular cluster, C24H40O16S2 overall at a distorted geometry.

* ΔE to the lowest compared entry with this formula, charge and spin: 26.1 kcal per mole
* LUMO: 0.156 eV
* HOMO: -9.586 eV
* SMILES: C[C@H]1COC(=O)O1.C[C@H]1COC(=O)O1.C[C@H]1COC(=O)O1.C[C@H]1COC(=O)O1.O=S1(=O)CCCC1.O=S1(=O)CCCC1
* total charge: 0
* total energy: -2938.29235 hartree

Each line ends with the Mulliken charge.
Geometry (Å):
C 1.019 -0.803 2.183  -1.372
C 0.333 -1.227 0.972  1.658
C 1.113 -1.674 -0.106  -0.282
O 0.762 -3.042 -0.362  -0.341
C -0.198 -3.427 0.442  0.646
O -0.849 -4.415 0.543  -0.612
O -0.473 -2.417 1.267  -0.341
H 0.203 -0.526 2.972  0.224
H 1.683 0.071 2.006  0.074
H 1.474 -1.533 2.962  0.329
H -0.415 -0.455 0.791  -0.668
H 2.030 -1.502 0.196  0.629
H 1.020 -1.156 -1.145  0.116
C -3.845 1.721 -2.735  -1.720
C -2.653 0.963 -2.984  -0.030
C -1.726 0.525 -1.785  -0.178
O -1.945 -0.914 -1.664  -0.034
C -2.564 -1.369 -2.603  0.597
O -2.750 -2.590 -2.691  -0.651
O -2.955 -0.366 -3.406  -0.447
H -4.333 1.774 -3.694  0.397
H -3.771 2.788 -2.298  0.304
H -4.525 1.459 -2.081  0.505
H -2.137 1.335 -3.610  0.898
H -1.973 0.948 -1.011  0.381
H -0.669 0.908 -2.065  -0.027
C -3.364 -0.852 2.429  -1.667
C -3.622 -1.944 1.444  1.946
C -3.460 -3.299 1.997  -0.182
O -4.759 -3.712 2.392  -0.286
C -5.568 -2.923 1.725  0.454
O -6.822 -3.042 1.855  -0.662
O -5.031 -1.912 1.045  -0.426
H -3.545 0.337 2.338  -0.163
H -2.578 -1.035 2.824  0.754
H -3.987 -0.975 3.465  0.338
H -3.106 -1.650 0.551  -0.784
H -2.670 -3.244 2.988  0.192
H -3.060 -3.785 1.126  0.393
C -3.273 5.043 4.199  -1.622
C -3.614 3.961 3.231  0.506
C -3.580 4.369 1.733  -0.454
O -2.455 3.558 1.298  -0.220
C -1.966 2.830 2.239  0.540
O -1.020 2.007 1.893  -0.439
O -2.658 2.959 3.310  -0.342
H -2.371 5.568 3.882  0.363
H -3.054 4.784 5.171  0.418
H -3.954 5.819 4.245  0.436
H -4.443 3.273 3.425  0.355
H -3.553 5.493 1.377  0.256
H -4.458 3.887 1.088  0.244
O 1.228 2.318 -0.253  -0.407
S 2.124 3.387 0.027  1.046
O 1.800 4.687 -0.407  -0.731
C 2.645 3.542 1.704  -0.427
C 4.132 3.783 1.479  -0.420
C 4.680 3.025 0.354  -0.811
C 3.656 3.078 -0.799  -0.808
H 2.399 2.510 2.312  0.109
H 1.888 4.276 2.107  0.414
H 4.363 4.856 1.243  0.281
H 4.687 3.255 2.288  0.298
H 4.763 1.935 0.609  0.259
H 5.585 3.283 0.017  0.523
H 3.410 2.185 -1.380  0.362
H 3.984 3.852 -1.431  0.325
O 4.004 -2.472 -1.731  -0.518
S 5.103 -3.057 -2.575  0.933
O 6.389 -2.450 -2.280  -0.695
C 5.037 -4.870 -2.237  -0.808
C 4.335 -5.339 -3.662  -0.757
C 3.716 -4.058 -4.346  -0.460
C 4.703 -2.982 -4.301  -0.482
H 4.401 -4.719 -1.367  0.443
H 6.072 -5.035 -2.297  0.430
H 5.221 -5.912 -4.289  0.241
H 3.702 -6.000 -3.313  0.488
H 2.730 -3.814 -4.028  0.238
H 3.341 -4.580 -5.331  0.301
H 4.419 -1.913 -4.586  0.362
H 5.598 -3.362 -4.895  0.268

Forces on the atoms, in the same order (eV/Å):
C -0.12 0.60 5.27
C -4.58 -0.15 2.37
C -1.77 -0.29 -6.49
O 1.49 -0.79 -1.08
C -1.20 1.12 1.33
O 0.60 -1.31 -1.01
O -0.43 1.45 1.28
H 1.08 0.49 -1.73
H -0.47 -0.55 0.21
H 0.18 0.36 -2.35
H 0.15 0.17 -0.56
H 5.24 -0.38 0.70
H -0.17 -0.58 1.95
C 0.58 4.62 -1.88
C -3.49 -7.31 9.89
C 3.20 -2.35 -8.68
O 5.07 4.44 6.42
C -3.24 -4.81 -4.32
O -0.31 2.84 -0.97
O -1.84 -1.19 -2.78
H -0.50 0.45 -0.36
H 1.00 -1.17 -1.31
H -3.24 -2.89 3.36
H 6.69 4.94 -8.48
H -2.52 4.11 8.60
H -1.27 -1.59 0.71
C -11.31 4.49 0.09
C -1.61 3.65 -0.41
C 3.61 0.12 2.50
O 1.49 0.07 -0.50
C -7.85 0.43 0.91
O 4.25 0.26 -0.85
O 0.90 -1.17 0.49
H 0.63 -2.94 -0.95
H 10.75 -1.55 4.28
H 0.54 -0.26 -2.42
H 0.71 -0.77 -0.55
H -2.32 -0.65 -3.03
H 0.25 -1.70 0.40
C 1.16 0.50 -1.66
C -1.58 0.09 -0.34
C -1.79 -0.70 -2.32
O -0.71 3.00 -2.35
C 4.99 -4.87 -3.49
O -3.86 3.29 2.92
O 2.33 -1.66 2.40
H 0.31 -0.21 -0.44
H 0.14 -1.32 2.14
H -1.94 1.37 -0.08
H -1.06 1.47 0.34
H 0.57 -2.26 1.20
H 1.42 1.21 1.70
O -0.74 -1.09 0.26
S 0.38 -0.57 -1.40
O -1.37 2.82 -0.31
C -1.64 -2.77 1.29
C 0.98 1.25 2.38
C -3.82 -4.80 -1.40
C 0.44 -1.45 1.01
H 0.81 2.42 -1.67
H 1.53 -0.31 -0.20
H -0.20 -0.75 1.11
H -0.25 1.77 0.37
H 0.06 0.78 0.13
H 3.49 1.40 -0.91
H 0.79 -0.11 0.16
H -0.49 1.24 -0.94
O 1.29 -1.17 -2.25
S -0.62 2.45 3.85
O -0.07 -0.67 -0.77
C -1.39 2.86 -3.83
C 5.45 2.91 0.32
C -1.97 -4.50 -2.78
C 1.33 0.88 -1.50
H 0.35 -1.30 0.30
H 1.18 -1.12 1.15
H -2.43 1.74 1.31
H -3.67 -3.45 0.75
H -0.53 0.39 1.39
H 1.42 1.73 0.81
H 0.29 -1.63 0.45
H -0.72 0.98 0.87

=====

# 4
DFT (ωB97M-V/def2-TZVPD) results for C22H35Cl2GaN4O3 as an isolated structure at a distorted geometry.

* ΔE to the lowest compared entry with this formula, charge and spin: 107.4 kcal per mole
* LUMO (alpha / beta): 0.258 / 0.234 eV
* HOMO (alpha / beta): -4.085 / -4.244 eV
* total charge: 0
* total energy: -4149.11802 hartree

Each line ends with the Mulliken charge.
Geometry (Å):
O 1.767 -1.989 -0.164  -0.378
C 2.212 -2.240 -1.344  -0.007
C 2.696 -3.516 -1.842  0.306
C 3.130 -4.577 -1.012  -0.441
H 3.205 -4.426 0.057  0.416
C 3.441 -5.824 -1.557  -0.389
H 3.737 -6.647 -0.904  0.346
C 3.379 -6.038 -2.959  -0.545
H 3.648 -7.000 -3.404  0.341
C 3.041 -4.961 -3.791  -0.461
H 3.041 -5.068 -4.866  0.357
C 2.721 -3.711 -3.258  -0.526
H 2.500 -2.902 -3.955  0.288
H 2.159 -1.480 -2.122  0.093
C 3.019 0.644 -2.418  -0.971
C 1.583 1.131 -2.393  0.580
H 3.733 1.477 -2.531  0.327
H 3.186 -0.018 -3.283  0.290
H 3.315 0.173 -1.459  0.262
C 1.221 2.410 -2.252  -0.150
C 2.205 3.525 -2.051  -1.355
H 0.170 2.691 -2.200  0.321
H 3.113 3.423 -2.654  0.427
H 2.542 3.571 -1.006  0.224
H 1.725 4.464 -2.331  0.373
Ga 0.969 -0.798 1.219  -0.446
Cl 2.823 -0.479 2.233  -0.399
Cl 0.255 -0.017 -2.286  -0.103
C 1.146 2.356 2.149  0.017
O 0.387 1.503 1.608  -0.166
N 0.710 3.475 2.746  0.256
C -0.712 3.826 2.842  -0.857
C 1.635 4.350 3.464  -0.899
H 2.247 2.217 2.155  0.247
H -1.296 3.189 2.174  0.102
H -0.853 4.880 2.569  0.397
H -1.083 3.720 3.873  0.305
H 2.664 4.026 3.267  0.285
H 1.438 4.309 4.547  0.312
H 1.509 5.383 3.113  0.306
H -4.840 3.343 -0.860  0.344
H -5.654 1.492 -2.310  0.304
C -3.810 3.042 -1.081  -0.890
C -4.615 1.195 -2.472  -0.872
N -3.772 1.641 -1.394  0.126
H -3.159 3.223 -0.234  0.138
C -2.924 0.797 -0.777  0.405
O -1.995 1.111 -0.027  -0.604
H -4.562 0.110 -2.538  0.286
H -3.161 -0.255 -1.016  0.104
H -3.487 3.629 -1.947  0.334
H -4.311 1.616 -3.436  0.307
C -3.936 -3.051 1.440  -1.209
C -2.758 -2.284 1.919  0.746
C -2.463 -1.777 3.187  -1.091
C -1.218 -1.151 3.111  0.819
N -0.764 -1.252 1.829  0.433
N -1.736 -1.936 1.123  0.127
C -0.528 -0.373 4.139  -1.283
H -4.529 -3.330 2.325  0.324
H -4.560 -2.440 0.762  0.259
H -3.661 -3.971 0.893  0.334
H -3.106 -1.844 4.056  0.409
H -1.652 -2.098 0.120  0.257
H 0.561 -0.423 4.032  0.282
H -0.846 0.674 4.061  0.083
H -0.842 -0.741 5.126  0.442

Forces on the atoms, in the same order (eV/Å):
O -0.04 -0.69 1.29
C 0.63 -1.30 -1.68
C -0.43 1.26 0.19
C -0.17 -0.87 -0.36
H -0.11 0.08 0.03
C -0.12 0.25 -0.68
H -0.02 0.24 -0.14
C 0.13 0.12 0.53
H -0.14 0.30 0.28
C 0.02 0.64 0.60
H 0.00 -0.15 -0.10
C 0.40 -0.88 0.03
H -0.13 -0.03 0.35
H -0.14 -0.30 0.32
C 0.08 0.17 -0.02
C -0.06 1.00 0.69
H -0.58 -0.09 -0.10
H -0.01 -0.03 0.56
H -0.36 -0.11 -0.62
C 0.42 -0.36 0.01
C 0.15 0.15 -0.25
H 0.17 -0.31 0.07
H -0.21 0.01 0.01
H -0.22 0.11 -0.14
H 0.18 0.11 0.19
Ga 1.40 1.42 -3.95
Cl 1.30 -0.07 1.50
Cl 0.12 0.10 -0.65
C -1.37 -1.69 -1.10
O 1.27 2.21 1.52
N -0.10 0.34 0.31
C 0.14 -0.07 -0.03
C -0.08 -0.14 -0.18
H -0.45 0.08 0.04
H 0.20 0.02 0.08
H 0.12 -0.23 -0.07
H 0.19 -0.13 -0.20
H -0.27 0.11 0.11
H 0.10 0.05 -0.30
H 0.08 -0.21 0.14
H 0.11 -0.05 0.12
H -0.01 -0.05 0.11
C -0.02 0.26 -0.28
C -0.22 -0.15 -0.14
N -0.27 -0.08 -0.07
H 0.06 0.12 0.05
C 1.48 0.32 0.97
O -1.69 -0.39 -0.80
H -0.06 0.00 -0.07
H 0.17 -0.03 -0.09
H 0.14 0.08 0.13
H 0.13 -0.02 0.10
C -0.48 -0.17 -0.12
C 0.60 0.54 0.35
C -0.45 -0.31 -0.15
C -0.69 -0.55 -2.14
N -3.10 -1.64 1.94
N 0.78 0.29 0.66
C 0.27 0.31 0.76
H 0.09 0.06 -0.50
H 0.19 -0.24 0.35
H 0.01 0.43 0.32
H 0.16 -0.04 -0.14
H 0.40 0.13 0.47
H -0.18 0.06 0.16
H 0.18 -0.15 -0.03
H 0.30 0.11 -0.23

=====

# 5
DFT (ωB97M-V/def2-TZVPD) results for C8H18AlO2 as an isolated structure.

* ΔE to the lowest compared entry with this formula, charge and spin: 4.9 kcal per mole
* LUMO: 3.589 eV
* HOMO: -4.698 eV
* total charge: -1
* total energy: -708.63169 hartree

Each line ends with the Mulliken charge.
Geometry (Å):
C -0.094 2.083 -2.789  -0.693
C -0.887 1.057 -2.445  -0.224
Al -0.273 -0.579 -1.472  0.086
O -1.679 -1.488 -0.913  -0.386
C -1.935 -1.844 0.406  -0.244
C -3.030 -0.988 1.101  -0.408
C -3.167 0.434 0.554  -0.837
O 0.633 -0.091 -0.032  -0.197
C 2.017 -0.017 0.020  -0.562
C 2.492 0.160 1.458  -0.149
C 4.010 0.236 1.572  -1.248
H 0.972 2.091 -2.558  0.162
H -0.442 2.981 -3.307  0.263
H -1.929 1.183 -2.765  0.301
H 0.697 -1.517 -2.391  -0.387
H -2.269 -2.893 0.438  0.288
H -1.017 -1.787 1.005  0.113
H -2.792 -0.950 2.169  0.258
H -3.993 -1.504 1.021  0.309
H -2.487 1.126 1.056  0.239
H -2.902 0.435 -0.503  0.034
H -4.183 0.822 0.659  0.387
H 2.483 -0.925 -0.402  0.271
H 2.417 0.821 -0.581  0.169
H 2.106 -0.673 2.052  0.247
H 2.029 1.068 1.858  0.236
H 4.480 -0.642 1.120  0.300
H 4.338 0.285 2.613  0.361
H 4.405 1.117 1.057  0.310

Forces on the atoms, in the same order (eV/Å):
C -0.12 -0.16 0.11
C 0.13 0.31 -0.31
Al 0.05 -0.10 -0.11
O -0.26 0.02 0.11
C 0.12 0.04 -0.02
C -0.10 -0.03 -0.02
C 0.23 -0.01 0.00
O 0.21 0.06 0.04
C -0.05 -0.08 0.05
C 0.03 0.01 -0.01
C 0.02 -0.01 0.02
H -0.07 -0.04 0.05
H -0.04 -0.09 -0.01
H 0.02 0.01 0.06
H 0.01 0.04 -0.01
H 0.02 -0.01 0.06
H 0.00 0.06 0.03
H -0.09 -0.07 0.02
H 0.02 0.04 -0.11
H 0.02 -0.03 -0.05
H -0.11 0.05 0.00
H 0.00 -0.03 0.07
H 0.03 0.01 0.04
H -0.06 0.04 0.03
H 0.00 0.00 -0.03
H 0.02 -0.02 0.01
H -0.02 0.01 0.01
H -0.01 0.02 -0.02
H -0.02 -0.02 0.00

=====

Number 1: M 121.26 g/mol. Number 2: M 99.16 g/mol. Number 3: M 648.70 g/mol. Number 4: M 544.18 g/mol. Number 5: M 173.21 g/mol.